No. 1
DFT (the ωB97M-V functional and the def2-TZVPD basis) results for C29H55AlBr2ClF3NOS2 as an isolated structure in a non-equilibrium geometry.

Computed properties:
DFT total energy = -223529.214 eV
HOMO = -5.00 eV
Largest force on an atom = 2.48 eV/A

Geometry as ORCA input:
```
! wB97M-V def2-TZVPD RIJCOSX def2/J DEFGRID3
* xyz -1 1
C 7.078 0.014 -0.463
C 6.123 1.269 -0.792
C 4.833 0.696 -1.537
C 4.406 1.507 -2.834
C 3.645 2.880 -2.553
C 2.682 2.855 -1.289
C 3.422 3.347 0.061
C 2.559 4.334 0.943
N 1.544 3.714 1.838
C 0.247 4.414 1.529
C -0.905 4.107 2.566
C -2.317 4.621 1.981
C -3.052 3.384 1.279
C -4.527 3.738 0.772
C -4.898 2.976 -0.598
C -6.145 1.990 -0.380
C -6.951 1.684 -1.721
C 1.427 2.275 1.683
S 0.280 1.514 0.703
S 2.550 1.130 2.619
C 1.595 -0.368 3.118
C 2.077 -1.722 2.436
C 2.316 -1.649 0.863
Al 1.199 -3.029 -0.211
Cl 2.644 -3.857 -1.797
C 0.644 -4.549 1.022
C 0.012 -5.838 0.330
C -0.152 -5.776 -1.244
C -1.288 -6.857 -1.620
O -2.579 -6.428 -1.089
C -3.366 -5.827 -2.128
C -0.336 -1.977 -1.060
C -1.806 -2.425 -0.644
C -2.162 -2.227 0.893
F -1.113 -1.740 1.679
Br -2.918 -3.951 1.552
C -3.356 -1.145 1.048
F -3.495 -0.938 2.444
F -3.014 0.092 0.506
Br -5.102 -1.815 0.421
H 6.447 -0.893 -0.197
H 7.648 -0.284 -1.404
H 7.799 0.238 0.385
H 5.891 1.726 0.224
H 6.680 2.011 -1.434
H 4.015 0.550 -0.776
H 5.115 -0.350 -1.894
H 5.369 1.778 -3.387
H 3.835 0.835 -3.545
H 4.395 3.729 -2.515
H 2.980 3.074 -3.461
H 1.749 3.486 -1.407
H 2.339 1.785 -1.163
H 4.310 3.958 -0.322
H 3.893 2.487 0.629
H 3.290 4.904 1.613
H 2.127 5.125 0.245
H -0.063 4.289 0.440
H 0.490 5.524 1.641
H -1.046 3.002 2.755
H -0.696 4.583 3.575
H -3.011 4.981 2.807
H -2.119 5.408 1.194
H -3.174 2.552 2.047
H -2.413 3.020 0.415
H -4.650 4.865 0.667
H -5.276 3.417 1.568
H -4.036 2.304 -0.916
H -5.190 3.718 -1.399
H -5.715 1.011 -0.017
H -6.874 2.355 0.401
H -6.304 1.767 -2.640
H -7.356 0.620 -1.709
H -7.852 2.362 -1.762
H 1.763 -0.494 4.241
H 0.498 -0.138 2.997
H 1.375 -2.535 2.780
H 3.090 -1.967 2.909
H 3.403 -1.924 0.666
H 2.132 -0.618 0.430
H 1.596 -4.896 1.556
H -0.003 -4.101 1.844
H -0.964 -6.074 0.866
H 0.694 -6.728 0.550
H 0.775 -6.125 -1.786
H -0.532 -4.798 -1.654
H -1.023 -7.886 -1.232
H -1.334 -6.918 -2.747
H -4.068 -6.572 -2.612
H -4.005 -5.022 -1.653
H -2.760 -5.341 -2.949
H -0.248 -2.120 -2.190
H -0.174 -0.876 -0.852
H -2.082 -3.479 -0.927
H -2.529 -1.751 -1.221
*
```

Taken from the Löwdin analysis, the atomic charges in e are: -0.137 -0.244 -0.210 -0.201 -0.207 -0.206 -0.193 -0.207 -0.183 -0.258 -0.194 -0.201 -0.228 -0.200 -0.197 -0.266 -0.133 -0.927 0.721 0.836 -0.491 -0.314 -0.268 -0.009 0.082 -0.264 -0.279 -0.202 -0.220 -0.246 -0.144 -0.227 -0.251 -0.699 -0.014 0.771 -0.793 -0.045 0.007 0.743 0.073 0.073 0.065 0.090 0.098 0.092 0.111 0.104 0.109 0.099 0.103 0.101 0.072 0.111 0.062 0.121 0.121 0.105 0.128 0.083 0.111 0.110 0.106 0.115 0.085 0.103 0.101 0.105 0.100 0.043 0.099 0.070 0.065 0.064 0.075 0.053 0.080 0.100 0.040 -0.003 0.059 0.015 0.069 0.105 0.091 0.084 0.121 0.107 0.087 0.081 0.093 0.061 0.019 0.059 0.102



No. 2
DFT (the ωB97M-V functional and the def2-TZVPD basis) results for F2H2N2O2S as an isolated structure in a non-equilibrium geometry.

Computed properties:
ΔE to the lowest compared entry with this formula, charge and spin = 1.3106 eV
DFT total energy = -23371.890 eV
HOMO (alpha / beta) = -9.38 / -9.66 eV
Largest force on an atom = 4.09 eV/A

Geometry as ORCA input:
```
! wB97M-V def2-TZVPD RIJCOSX def2/J DEFGRID3
* xyz 0 1
N -0.867 0.252 -1.373
N 0.112 0.504 1.721
O 0.308 -1.735 -0.322
O 1.573 0.397 -0.766
F -0.247 -0.595 2.459
F 1.368 0.647 1.969
S 0.375 -0.312 -0.459
H -1.720 -0.402 -1.533
H -0.904 1.242 -1.696
*
```

Taken from the natural (NBO) analysis, the atomic charges in e are: -1.099 0.210 -0.871 -0.877 -0.238 -0.186 2.172 0.446 0.442



No. 3
DFT (the ωB97M-V functional and the def2-TZVPD basis) results for one molecule with the formula C13H24N4O4 in a non-equilibrium geometry.

Computed properties:
ΔE to the lowest compared entry with this formula, charge and spin = 0.0000 eV
SMILES string = CNC(=O)[C@@H](CC(C)C)NC(=O)[C@@H](CC(N)=O)NC(C)=O
DFT total energy = -28023.242 eV
HOMO = -9.03 eV
Largest force on an atom = 2.37 eV/A

Geometry as ORCA input:
```
! wB97M-V def2-TZVPD RIJCOSX def2/J DEFGRID3
* xyz 0 1
C -3.403 2.490 2.163
N -2.533 1.600 1.401
C -2.844 0.315 1.071
O -4.004 -0.074 1.053
C -1.726 -0.673 0.692
C -2.108 -1.714 -0.416
C -1.000 -2.784 -0.643
C -0.774 -3.597 0.641
C -1.398 -3.696 -1.789
N -0.513 0.036 0.248
C 0.664 0.047 0.928
O 0.799 -0.496 2.024
C 1.865 0.824 0.370
C 3.004 -0.150 0.048
C 4.242 0.547 -0.514
N 5.378 0.544 0.166
O 4.194 0.979 -1.644
N 1.531 1.680 -0.803
C 0.652 2.687 -0.771
C 0.649 3.649 -1.943
O -0.131 2.832 0.154
H -3.183 3.509 1.837
H -3.227 2.404 3.253
H -4.455 2.293 1.963
H -1.534 1.875 1.240
H -1.451 -1.226 1.596
H -3.064 -2.201 -0.115
H -2.288 -1.199 -1.347
H -0.077 -2.275 -0.913
H -0.140 -4.474 0.438
H -1.725 -3.933 1.049
H -0.397 -2.978 1.429
H -2.261 -4.217 -1.566
H -0.613 -4.437 -1.955
H -1.513 -3.109 -2.680
H -0.533 0.641 -0.578
H 2.163 1.470 1.175
H 3.285 -0.721 0.928
H 2.652 -0.857 -0.735
H 5.500 0.148 1.083
H 6.159 0.924 -0.333
H 2.211 1.676 -1.591
H 1.637 3.661 -2.440
H 0.411 4.622 -1.525
H -0.102 3.359 -2.651
*
```

Taken from the natural (NBO) analysis, the atomic charges in e are: -0.411 -0.635 0.668 -0.639 -0.140 -0.387 -0.207 -0.619 -0.593 -0.619 0.682 -0.645 -0.118 -0.492 0.673 -0.797 -0.650 -0.638 0.681 -0.701 -0.670 0.205 0.192 0.226 0.436 0.255 0.234 0.200 0.188 0.208 0.203 0.219 0.203 0.202 0.203 0.412 0.229 0.241 0.243 0.406 0.410 0.441 0.218 0.246 0.239